No. 1
Molecular formula: CH6N3
Method: DFT, ωB97M-V/def2-TZVPD

## Properties
LUMO energy, eV: -4.05
Total energy, Ha: -205.59760
HOMO-LUMO gap, Ha: 0.4414
Highest occupied orbital energy, Ha: -0.5902
Total charge: +1

Structure (XYZ):
```
10
Properties=species:S:1:pos:R:3:forces:R:3:mulliken_charge:R:1
C 1.037 -0.713 -0.086 -4.41 1.77 -0.42 0.077
N 1.289 0.509 -0.110 -1.33 -3.03 0.08 -0.410
N -0.865 -0.829 -0.085 4.20 -1.65 1.80 -0.568
N -1.102 0.546 -0.122 -1.48 0.55 -1.55 -0.093
H 1.543 -1.656 -0.083 0.25 -0.40 0.12 0.389
H 2.232 0.595 0.050 3.24 1.33 0.10 0.249
H -0.842 -1.154 0.938 -0.65 0.69 -1.68 0.303
H -1.552 0.956 0.681 -0.75 0.03 0.32 0.363
H -1.593 0.763 -1.032 0.31 -0.13 1.37 0.381
H -0.147 0.983 -0.152 0.60 0.84 -0.14 0.308
```
Forces are in eV/Å.

No. 2
Molecular formula: CH6N3O
Method: DFT, ωB97M-V/def2-TZVPD

## Properties
LUMO energy, eV: -3.51
Total energy, Ha: -280.93197
HOMO-LUMO gap, Ha: 0.4393
Highest occupied orbital energy, Ha: -0.5684
Total charge: +1

Structure (XYZ):
```
11
Properties=species:S:1:pos:R:3:forces:R:3:mulliken_charge:R:1
C -1.067 -1.242 1.621 -0.23 0.06 1.18 0.397
N -1.475 -1.388 2.712 0.01 -0.02 0.05 -0.248
N 1.113 1.441 -0.762 0.40 0.41 0.12 -0.513
N 0.675 0.254 -1.424 -0.16 -0.22 -0.09 -0.151
O -0.540 -0.957 0.617 0.36 0.08 -1.17 -0.577
H 1.209 2.235 -1.392 -0.10 -0.37 -0.12 0.285
H -2.140 -1.832 3.303 -0.23 -0.20 0.11 0.312
H 0.502 1.692 0.007 -0.17 -0.31 -0.15 0.279
H 0.358 -0.409 -0.666 0.16 0.35 -0.57 0.421
H 1.477 -0.162 -1.925 -0.40 0.20 0.28 0.416
H -0.112 0.370 -2.091 0.37 0.01 0.35 0.380
```
Forces are in eV/Å.